[1]
The following is a DFT calculation (ωB97M-V/def2-TZVPD) of a single C3H6N2 molecule at a distorted geometry.

The LUMO energy (spin up / spin down) comes out at 0.17 / 0.17 eV. The calculation puts the orbital gap (spin up / spin down) at 7.696 / 7.695 eV. The SMILES is CC(N)=C=N. As for the total charge: 0.

The geometry in XYZ format:
```
11
Properties=species:S:1:pos:R:3:forces:R:3
C -1.10232 -0.38881 0.70663 -0.8 0.3 -0.2
C 0.12205 0.12542 0.03818 1.6 0.5 2.8
N 0.28920 1.48031 -0.16910 -0.7 1.2 -0.8
C 1.26905 -0.59502 0.14713 -2.5 1.1 -0.4
N 1.76098 -1.41075 -0.63151 -0.2 -1.9 -3.8
H -1.13969 -1.48187 0.71784 0.1 0.2 -0.1
H -1.11554 -0.02273 1.74183 -0.2 -0.1 -0.2
H -1.99559 -0.01073 0.19335 0.1 0.0 0.2
H -0.34090 1.85507 -0.87445 -0.1 0.1 0.4
H 1.23513 1.80471 -0.35232 -0.2 -0.5 0.0
H 1.01762 -1.35562 -1.51758 2.9 -0.9 2.1
```
Forces are in eV/Å.

[2]
The following is a DFT calculation (ωB97M-V/def2-TZVPD) of a single C3H6N2 molecule at a distorted geometry.

The LUMO energy comes out at 1.08 eV. The calculation puts the orbital gap at 9.748 eV. The SMILES is C1=NCCN1. As for the total charge: 0.

The geometry in XYZ format:
```
11
Properties=species:S:1:pos:R:3:forces:R:3
C 0.56620 -1.19217 -0.20738 4.4 -0.7 2.1
N -0.64755 -1.40266 -0.03539 -0.5 0.8 -1.2
C -1.22830 -0.04084 -0.04164 3.6 1.4 -4.6
C -0.00545 1.04957 0.15324 2.2 -1.1 0.7
N 1.07764 0.11943 -0.24145 -11.9 -4.0 -2.0
H 1.30318 -2.01470 0.08891 -0.7 1.0 -1.3
H -1.79826 0.09029 -0.98848 0.2 0.4 0.9
H -1.70764 -0.18683 0.76615 -4.7 0.6 5.5
H 0.05408 1.88984 -0.58200 -0.8 -0.4 1.0
H 0.47787 1.37182 1.24943 -2.6 -0.2 -2.3
H 1.90822 0.31626 -0.16140 10.8 2.3 1.2
```
Forces are in eV/Å.

[3]
The following is a DFT calculation (ωB97M-V/def2-TZVPD) of a 2-piece molecular cluster, C3H6N2 overall at a distorted geometry.

The LUMO energy comes out at 0.30 eV. The calculation puts the orbital gap at 8.278 eV. As for the total charge: 0.

The geometry in XYZ format:
```
11
Properties=species:S:1:pos:R:3:forces:R:3
C -1.28370 -0.95246 -0.12030 -0.2 0.2 0.2
N -0.39054 -0.24702 0.53734 0.1 -0.1 -0.1
C 0.20516 0.90032 0.14414 -0.3 0.1 0.1
C 1.30588 1.39971 0.86596 0.7 0.3 0.6
N 2.23208 1.80446 1.44334 -0.8 -0.4 -0.5
H -1.78738 -0.50107 -0.96456 0.1 -0.1 0.1
H -1.57203 -1.92370 0.24963 0.0 0.2 0.1
H 0.25603 -0.97083 -1.59548 0.3 0.0 -0.3
H 0.03225 -0.69237 1.34688 0.0 0.0 -0.1
H 0.72312 -0.37297 -1.51737 0.1 -0.2 -0.3
H -0.26027 1.47890 -0.64070 0.1 -0.1 0.1
```
Forces are in eV/Å.

[4]
The following is a DFT calculation (ωB97M-V/def2-TZVPD) of a single C3H6N2 molecule at a distorted geometry.

The LUMO energy comes out at 1.19 eV. The calculation puts the orbital gap at 11.090 eV. The SMILES is [H]/N=C/N1CC1. As for the total charge: 0.

The geometry in XYZ format:
```
11
Properties=species:S:1:pos:R:3:forces:R:3
H 2.65382 -0.23796 0.12560 -0.2 -1.0 0.5
N 1.68678 -0.60170 0.23684 -0.8 3.7 -2.2
C 1.07514 0.47629 -0.21630 -1.5 -0.9 2.6
N -0.40782 0.72851 -0.27660 1.8 -1.6 -0.6
C -1.16247 -0.59008 -0.54717 1.7 0.6 0.0
C -1.20975 0.05633 0.73774 -1.1 -0.3 1.9
H 1.53252 1.47411 -0.32385 0.3 -0.7 -0.5
H -0.51285 -1.42143 -0.65873 0.4 -0.7 -0.1
H -1.89925 -0.47665 -1.28124 -1.2 0.1 -0.7
H -0.76077 -0.41963 1.65385 -0.2 0.5 -1.2
H -2.18369 0.53859 0.91697 0.7 0.2 0.3
```
Forces are in eV/Å.